# 1
18
Properties=species:S:1:pos:R:3:forces:R:3 method="wB97M-V/def2-TZVPD" e_above_lowest_ev=6.224 energy_ev=-19395.0164 homo_ev="-7.969 / -8.359" e_lumo_ev="0.251 / 0.385" max_force_ha_per_bohr=0.0855
C -1.420276 0.794236 1.178481 -0.54 0.48 -0.43
C -0.826710 0.469634 0.042085 1.49 -0.13 0.33
C 1.812640 -0.672402 1.146951 1.55 3.14 2.65
C -2.476097 -0.732180 -1.357006 -0.40 1.38 -1.87
C 1.648724 0.675279 0.487890 -2.55 -1.67 -2.13
O -1.193733 -0.146461 -1.073056 1.08 -0.30 -0.62
F 1.776130 1.706781 1.317407 -0.01 0.14 0.13
P 2.426021 0.908761 -1.202718 2.49 0.44 2.20
H -2.493871 0.660687 1.349349 0.26 -0.01 -0.02
H -0.886447 1.481230 1.820935 0.03 -0.33 0.33
H 1.527986 -1.479805 0.578288 -0.22 -1.65 -1.58
H 2.893962 -0.646804 1.502011 -0.98 -0.72 -0.53
H 1.220214 -0.693948 2.067669 -0.02 0.07 -0.08
H -2.374375 -1.714977 -1.879592 0.23 0.64 1.03
H -3.022701 -0.073217 -2.134924 0.88 -0.75 1.30
H -3.028187 -0.700997 -0.450289 -0.78 -0.64 0.62
H 1.501351 0.596027 -2.065194 -2.68 -0.48 -1.59
H 2.915368 -0.431841 -1.328294 0.17 0.38 0.28

# 2
43
Properties=species:S:1:pos:R:3:forces:R:3 method="wB97M-V/def2-TZVPD" total_charge=+1 energy_ev=-25021.3699 homo_ev=-11.904 e_lumo_ev=-2.597 smiles=COC[N@@H+]1CCO[C@]1(C[C@H](O)CN)OC[C@H](C)O max_force_ha_per_bohr=0.0582
C 4.059002 0.013873 2.089216 0.74 0.30 -0.28
O 3.432909 -0.249950 0.818259 -0.80 0.12 0.56
C 2.171084 0.398361 0.796768 1.13 0.13 0.19
N 1.371471 -0.446909 -0.157675 2.62 0.50 0.25
C 2.043167 -0.395011 -1.500068 -1.01 -1.23 -2.53
C 0.795018 -0.398739 -2.477092 1.23 -0.41 1.09
O -0.162782 0.290198 -1.687266 -0.02 -0.02 -0.43
C -0.083759 -0.119761 -0.330524 -0.64 -0.37 -0.96
C -0.922493 -1.427871 -0.145420 -0.55 0.73 0.23
C -1.892368 -1.419467 1.069772 -0.39 -1.96 -0.20
O -1.271781 -0.990866 2.274719 -0.05 0.09 -0.60
C -2.371006 -2.919298 1.333330 1.14 0.28 -0.17
N -2.458097 -3.778940 0.155527 -0.54 0.28 0.71
O -0.328161 0.970259 0.463359 -0.49 -1.10 -0.53
C -1.539766 1.654405 0.110347 -0.60 1.34 1.19
C -1.185247 3.090987 -0.439712 0.03 -0.16 -0.77
C -1.333420 3.151003 -1.988101 0.50 -0.36 0.43
O 0.173045 3.412881 -0.122825 -0.39 -0.12 -0.34
H 5.079473 -0.388876 2.010201 -0.50 0.03 0.17
H 3.500938 -0.450837 2.920451 0.22 0.17 -0.34
H 4.150264 1.110198 2.229381 -0.12 -0.53 0.11
H 2.311096 1.404063 0.371575 -0.63 -0.22 0.26
H 1.753066 0.386127 1.814592 -0.39 0.11 -0.60
H 1.632042 -1.385371 0.156272 -0.96 -0.07 0.32
H 2.528297 -1.365984 -1.698708 0.38 0.72 0.48
H 2.719030 0.445415 -1.690380 -0.34 -0.15 0.66
H 1.016823 0.054790 -3.453363 -0.38 0.40 0.61
H 0.538419 -1.453708 -2.694757 -0.34 0.42 0.27
H -1.549181 -1.516311 -1.051275 0.36 0.06 0.39
H -0.273408 -2.323792 -0.162043 -0.21 0.45 0.29
H -2.807939 -0.851531 0.812982 0.63 0.18 0.21
H -1.843566 -0.327228 2.653239 -0.01 0.32 0.39
H -1.577052 -3.343012 1.980675 -0.46 0.20 -0.22
H -3.293918 -2.918345 1.933893 0.19 0.05 -0.39
H -1.582070 -4.207575 -0.087631 -0.01 0.02 -0.18
H -2.907992 -3.339472 -0.631853 -0.02 -0.19 -0.13
H -2.092444 1.802560 1.063585 0.34 -0.24 -0.40
H -2.210407 1.079158 -0.545518 0.55 0.19 0.03
H -1.812759 3.850720 0.064395 -0.08 -0.56 -0.34
H -1.813841 2.222607 -2.340834 -0.02 0.61 -0.02
H -0.305928 3.136199 -2.400360 -0.56 0.18 0.09
H -1.873335 4.039215 -2.345695 0.24 -0.35 0.17
H 0.217576 3.505836 0.828566 0.19 0.16 0.34

# 3
16
Properties=species:S:1:pos:R:3:forces:R:3 method="wB97M-V/def2-TZVPD" e_above_lowest_ev=2.084 energy_ev=-8299.4204 homo_ev=-9.546 e_lumo_ev=0.582 max_force_ha_per_bohr=0.0463
H -4.834843 -1.080478 1.255865 0.23 -0.59 0.17
N -4.030627 -0.551027 1.588668 0.10 0.61 -0.09
C -3.295320 -0.270333 0.600076 0.06 -0.13 -1.00
N -3.336837 -0.818323 -0.684213 -0.67 -0.21 0.99
H -2.529610 0.507925 0.572558 -0.03 0.14 1.02
H -3.094766 -0.165008 -1.385852 0.54 -0.15 -0.93
H -3.322271 -1.814856 -0.834059 -0.23 0.33 -0.17
C 4.389001 0.020062 -0.340150 1.02 -2.15 0.09
C 3.087722 0.562963 0.170175 0.58 1.57 -0.87
O 2.349168 1.005350 -1.013284 -0.90 -0.09 1.55
H 4.223146 -0.380856 -1.344890 0.26 0.64 -0.18
H 5.271315 0.649526 -0.234996 -0.42 0.63 -0.60
H 4.791763 -0.887291 0.146105 -0.75 0.15 0.45
H 3.322952 1.508935 0.667884 -0.17 -0.33 0.71
H 2.503907 -0.095561 0.811438 -0.01 -0.13 -0.15
H 1.612279 1.488493 -0.579941 0.39 -0.29 -0.99

# 4
18
Properties=species:S:1:pos:R:3:forces:R:3 method="wB97M-V/def2-TZVPD" total_charge=+1 s2=0.77 e_above_lowest_ev=1.717 energy_ev=-7880.5669 homo_ev="-13.707 / -13.787" e_lumo_ev="-4.581 / -6.814" max_force_ha_per_bohr=0.0657 spin_multiplicity=2
C 1.660515 -1.739387 -0.232154 1.24 -0.47 1.49
N 1.170898 -0.486532 0.319132 -3.09 1.18 0.70
C 0.007688 0.066409 -0.169503 2.57 -1.69 -1.35
C -0.794531 0.920950 0.599385 0.99 1.16 0.18
C -0.474935 1.445836 1.952446 0.07 -0.58 0.06
C -1.288403 0.432575 -2.127298 0.28 -1.22 0.28
C -0.457854 -0.449355 -1.471534 -1.71 2.49 0.59
H 2.211334 -1.515472 -1.135621 -0.25 -0.39 -0.42
H 2.343027 -2.251738 0.473102 0.04 0.87 -0.24
H 0.872837 -2.484094 -0.263884 -0.37 0.12 -0.78
H 1.206871 -0.237878 1.301787 1.01 -0.69 0.13
H -1.627766 1.401144 0.110836 -0.25 -0.39 -0.12
H 0.585753 1.568007 2.185241 0.07 0.09 -0.33
H -0.981846 2.397267 2.084940 -0.03 -0.07 0.26
H -0.816960 0.719990 2.706496 -0.28 0.24 0.00
H -2.283833 0.249256 -2.516748 0.58 -0.72 -1.15
H -0.993863 1.464367 -2.187731 -0.24 0.53 0.83
H -0.338937 -1.501338 -1.628889 -0.64 -0.45 -0.12

# 5
56
Properties=species:S:1:pos:R:3:forces:R:3 method="wB97M-V/def2-TZVPD" s2=6.14 e_above_lowest_ev=10.622 energy_ev=-224555.8428 homo_ev="-8.223 / -7.485" e_lumo_ev="-0.980 / -1.312" max_force_ha_per_bohr=0.0125 spin_multiplicity=5
Mn 1.141118 0.498577 -0.595968 -0.19 0.10 0.21
Cl 2.136055 -4.628808 -0.676704 0.02 -0.03 0.00
C -0.543816 -5.309009 0.833662 0.09 0.11 0.04
C 0.066605 -1.167188 -0.916818 0.43 -0.21 -0.43
C -1.015991 -1.923224 -0.845349 -0.31 0.39 0.36
Cl -2.357744 -1.346175 0.119937 0.14 -0.10 -0.07
C -1.232799 -3.230358 -1.559305 0.13 -0.08 -0.15
Cl -1.761632 -2.921390 -3.246792 0.02 -0.01 0.01
C -2.164620 -4.166672 -0.850748 -0.09 -0.02 -0.01
Cl -3.831166 -4.184208 -1.177326 0.03 0.01 0.00
C -1.651762 -4.937023 0.177224 0.03 -0.12 0.10
Cl -2.595549 -5.937663 1.302095 -0.07 0.02 -0.06
Br 2.712146 2.430997 -1.458502 -0.01 0.03 -0.11
C 3.719554 1.328698 -2.648159 -0.09 -0.15 0.04
C 4.773594 1.860435 -3.357955 0.06 -0.01 -0.04
C 5.491995 1.028758 -4.210152 -0.01 0.07 0.02
C 5.152222 -0.305163 -4.345039 -0.03 -0.05 0.00
C 4.078763 -0.827489 -3.631914 -0.04 0.02 0.04
C 3.686748 -2.212676 -3.722976 0.02 -0.01 -0.02
C 3.162415 -3.350076 -3.609847 -0.01 0.01 0.04
C 1.234777 -1.212626 -1.699612 -0.26 0.09 0.25
C 2.205124 -0.465324 -2.011793 0.24 -0.16 -0.17
C 3.334392 -0.010882 -2.765646 0.04 0.09 0.01
H 5.035970 2.902942 -3.245976 0.01 0.00 -0.01
H 6.325197 1.428871 -4.771020 0.00 0.01 0.01
H 5.717430 -0.946772 -5.007579 0.00 0.01 0.00
H 4.288799 -3.072557 -4.324410 0.00 0.00 0.00
H 2.608034 -4.460351 -1.871584 -0.03 0.04 -0.03
H -0.259237 -3.718354 -1.637786 -0.03 0.03 -0.02
S 2.775795 0.191556 1.388516 0.01 -0.12 -0.14
C 1.760226 -0.819101 2.260321 -0.21 0.17 0.06
N 0.441656 -0.710682 2.346322 0.07 -0.20 -0.02
C -0.261325 -1.841018 2.942508 0.02 0.03 0.00
C 0.725418 -2.459279 3.924648 -0.03 -0.05 -0.03
S 2.356585 -2.166610 3.177106 0.06 -0.05 0.03
H -0.040043 -0.028369 1.761195 -0.03 0.10 0.03
H -0.532317 -2.560831 2.165459 0.00 0.00 -0.03
H -1.167972 -1.497349 3.436660 -0.01 0.00 -0.01
H 0.564500 -3.529121 4.030174 0.01 0.00 0.02
H 0.688723 -1.982229 4.902530 0.00 0.02 -0.01
F -6.493022 4.792200 3.033127 0.00 0.00 0.00
C -5.420473 5.544666 2.711108 -0.02 0.02 0.00
F -5.100058 6.257660 3.803334 0.01 0.00 0.00
F -5.842656 6.422058 1.777066 -0.01 0.01 0.01
C -4.282844 4.708541 2.209808 0.01 -0.01 0.00
C -4.492489 3.907397 1.093095 0.00 0.00 0.00
C -3.464668 3.127590 0.601989 0.00 -0.01 0.00
C -2.206714 3.139888 1.216187 -0.04 -0.02 0.01
C -2.012276 3.950163 2.336078 0.01 -0.01 0.00
C -3.044912 4.729241 2.831998 0.00 0.00 0.01
C -1.147657 2.326700 0.700008 0.04 0.03 0.06
C -0.250214 1.641511 0.244648 0.01 0.04 0.00
H -5.462452 3.894759 0.612459 0.00 0.00 0.00
H -3.619986 2.497145 -0.262959 0.01 0.00 0.00
H -1.041659 3.964175 2.812966 0.00 0.00 0.00
H -2.885789 5.354054 3.699697 0.00 0.00 0.00